C27H71N4O11 | wB97M-V/def2-TZVPD

Summary:
E: -2117.210223 a.u.
LUMO: 2.4 eV
HOMO: -5.224 eV
HOMO-LUMO gap: 7.603 eV

Geometry as ORCA input:
```
! wB97M-V def2-TZVPD RIJCOSX def2/J DEFGRID3
* xyz -1 1
C -0.63 -0.60 -0.23
O -1.66 -1.60 0.11
H -1.22 0.38 0.16
H -0.37 -0.54 -1.36
H 0.30 -0.96 0.29
C -1.45 2.36 -2.94
O -2.72 2.21 -2.94
H -0.97 2.43 -3.99
H -0.78 1.59 -2.59
H -1.16 3.02 -2.32
H -2.74 1.38 -2.37
C 1.25 -3.79 -0.72
O -0.08 -3.64 -0.96
H 1.82 -4.38 -1.64
H 1.50 -4.61 0.09
H 1.84 -2.71 -0.31
H -0.47 -2.79 -0.62
C -1.47 -6.69 1.41
O -1.99 -5.80 2.17
C -1.51 -4.38 1.93
C -2.15 -3.42 2.86
N -1.52 -2.17 2.78
C -2.15 -1.10 3.39
C -1.33 0.13 3.48
O -2.04 1.11 4.26
C -1.26 2.19 4.63
H -0.35 -6.82 1.30
H -2.06 -6.41 0.23
H -1.56 -7.75 1.67
H -1.72 -4.28 0.86
H -0.46 -4.54 1.86
H -2.13 -3.69 3.95
H -3.14 -3.42 2.75
H -1.55 -1.98 1.69
H -2.46 -1.34 4.45
H -3.05 -0.97 2.90
H -0.91 0.36 2.56
H -0.56 0.10 4.17
H -0.51 1.67 5.30
H -1.94 2.85 5.03
H -0.83 2.90 3.77
C 1.98 -4.08 4.66
O 2.74 -3.24 3.92
C 2.06 -2.37 2.97
C 2.96 -1.28 2.27
N 2.12 -0.21 1.95
C 2.71 0.78 1.05
C 1.64 1.84 0.79
O 2.50 3.05 0.29
C 1.76 4.22 0.30
H 2.53 -4.28 5.45
H 1.81 -5.03 4.15
H 1.06 -3.62 4.97
H 1.24 -1.83 3.58
H 1.69 -3.16 2.26
H 3.35 -1.70 1.44
H 3.66 -1.09 2.95
H 1.33 -0.67 1.33
H 2.64 0.37 0.14
H 3.78 1.14 1.48
H 0.95 1.90 1.80
H 0.83 1.63 0.07
H 2.44 5.04 -0.12
H 1.25 4.35 1.15
H 1.00 4.16 -0.51
C 6.06 6.66 -0.14
O 5.35 6.08 -1.29
C 5.07 4.73 -1.28
C 4.11 4.31 -2.40
N 3.79 2.87 -2.27
C 2.90 2.24 -3.24
C 2.70 0.75 -3.19
O 1.74 0.39 -4.16
C 1.32 -0.99 -4.00
H 6.16 7.71 -0.32
H 7.00 6.07 -0.14
H 5.54 6.52 0.84
H 4.51 4.53 -0.39
H 6.14 4.24 -1.32
H 4.43 4.57 -3.37
H 3.02 4.80 -2.31
H 3.40 2.69 -1.46
H 3.16 2.57 -4.34
H 2.07 2.78 -3.05
H 2.29 0.39 -2.10
H 3.64 0.43 -3.29
H 0.68 -1.16 -3.22
H 2.31 -1.72 -3.88
H 0.99 -1.54 -4.62
C -5.76 2.56 1.97
O -5.61 1.29 1.27
C -4.48 1.28 0.35
C -4.58 -0.08 -0.49
N -3.51 -0.02 -1.47
C -3.81 -1.00 -2.54
C -2.70 -1.15 -3.53
O -3.17 -1.70 -4.76
C -2.18 -1.75 -5.76
H -6.56 2.43 2.52
H -5.90 3.44 1.16
H -4.83 2.79 2.60
H -3.49 1.03 0.76
H -4.24 2.05 -0.25
H -5.66 -0.01 -0.77
H -4.44 -1.10 -0.05
H -2.77 -0.47 -1.01
H -4.68 -0.64 -3.08
H -4.06 -2.09 -2.36
H -1.82 -1.74 -3.14
H -2.27 -0.09 -3.69
H -2.03 -0.64 -6.27
H -2.43 -2.32 -6.49
H -1.23 -2.15 -5.43
*
```